Record 1
{
  "formula": "C5H20N2O5",
  "method": "ωB97M-V with the def2-TZVPD basis set",
  "lumo_ha": [-0.1219, -0.3099],
  "de_lowest_kj_mol": 282.34,
  "charge": 1,
  "total_energy_ha": -687.84136,
  "e_homo_ev": [-13.021, -12.897],
  "spin_multiplicity": 2,
  "elements": ["C", "N", "C", "C", "C", "N", "C", "O", "H", "H", "H", "H", "H", "H", "H", "H", "H", "H", "H", "H", "H", "H", "O", "H", "H", "O", "H", "H", "O", "H", "H", "O"],
  "coordinates": [[-0.291421, -1.761883, 2.101722], [-1.008093, -0.939339, 1.128946], [-0.671728, 0.497338, 1.113422], [-0.409513, 0.907450, -0.400685], [0.804938, 1.861849, -0.430639], [1.172669, 2.187613, -1.760434], [-1.927196, 1.261930, 1.543309], [-2.044371, 1.587058, 2.693541], [0.765699, -1.743255, 1.827282], [-0.731813, -2.728647, 2.232429], [-0.133534, -1.255260, 3.063596], [-1.951598, -0.972158, 1.377129], [0.220808, 0.699898, 1.684651], [-0.037855, -0.027865, -0.816424], [-1.334158, 1.169041, -0.887637], [1.655309, 1.403962, 0.091491], [0.535436, 2.770733, 0.112514], [1.377193, 3.144570, -2.041107], [1.076411, 1.524009, -2.513974], [-2.728429, 1.470975, 0.812914], [-1.454623, -1.497838, -1.123408], [-1.453007, -2.705943, -2.078708], [-1.066809, -1.832409, -1.942707], [2.688934, -0.484280, 1.937915], [2.304599, -0.740085, 3.370638], [2.321536, -0.039438, 2.705408], [-0.943781, 1.111178, -3.173416], [-0.760198, -0.374051, -3.329896], [-0.831264, 0.435803, -3.851828], [1.619567, -1.716001, -1.914787], [1.223355, -1.531230, -0.498797], [2.012931, -1.683731, -1.032459]],
  "atomic_forces_ev_per_a": [[1.6860, 1.6425, 0.4863], [0.8046, 0.4559, -0.2392], [-0.9312, -0.0988, -2.2116], [1.8041, -1.8238, 1.2158], [-1.3392, 0.8491, 0.0099], [-0.1420, 0.5611, 0.3331], [0.9247, 0.1325, 1.7581], [-0.3551, 0.1733, -0.2784], [-0.1262, -0.9920, -0.5914], [-0.0511, -0.4664, -0.1812], [-0.9822, -0.0839, 0.2465], [-1.9351, -0.4517, 0.2923], [-0.0010, 0.1892, 0.6363], [-0.2695, 0.1133, -0.4407], [-0.0577, 0.6931, -0.3633], [0.0720, -0.2552, -0.0700], [0.5232, 0.2353, -0.1166], [0.0460, 0.0198, 0.0504], [0.1222, -0.6473, -0.4258], [0.0566, -0.1559, -0.2390], [0.0489, -0.2677, 0.1948], [0.0401, 0.0653, -0.0672], [0.0541, 0.1062, -0.0994], [0.3267, -0.0522, -0.1566], [0.0430, 0.2455, 0.1177], [-0.1336, -0.1165, -0.0598], [-0.4740, 0.0325, -0.2710], [-0.2635, -0.4620, -0.0323], [0.6249, 0.4400, 0.4332], [0.2401, -0.2734, -0.0675], [0.0392, -0.3875, 0.1995], [-0.3947, 0.5798, -0.0629]]
}



Record 2
{
  "formula": "C5H4N2",
  "method": "ωB97M-V with the def2-TZVPD basis set",
  "lumo_ha": 0.0329,
  "de_lowest_kj_mol": 242.11,
  "smiles": "C#Cc1cn[nH]c1",
  "total_energy_ha": -302.33609,
  "e_homo_ev": -8.912,
  "spin_multiplicity": 1,
  "elements": ["C", "C", "C", "C", "N", "N", "C", "H", "H", "H", "H"],
  "coordinates": [[-0.668011, -2.766835, -0.530926], [-0.300395, -1.625085, -0.388671], [0.070984, -0.253151, -0.187195], [-0.561535, 0.577814, 0.719465], [-0.016471, 1.799552, 0.635880], [0.955947, 1.848932, -0.303168], [1.041901, 0.622824, -0.785190], [-0.949094, -3.790768, -0.667020], [-1.370681, 0.362868, 1.393458], [-0.274653, 2.581280, 1.224769], [2.072009, 0.642570, -1.111403]],
  "atomic_forces_ev_per_a": [[0.3222, 0.5490, 0.0299], [0.1048, -0.3751, -0.1734], [0.1972, 0.2693, 0.0993], [-0.2478, -0.2278, -0.1352], [-0.3604, -0.1087, -0.2951], [-0.7476, 0.5277, 1.4227], [0.7534, 0.7535, 0.9307], [0.0332, 0.3023, 0.0489], [-0.0778, -0.0465, 0.0382], [0.2696, -0.0049, -0.5010], [-0.2468, -1.6389, -1.4650]]
}



Repeat the first record exactly.
{
  "formula": "C5H20N2O5",
  "method": "ωB97M-V with the def2-TZVPD basis set",
  "lumo_ha": [-0.1219, -0.3099],
  "de_lowest_kj_mol": 282.34,
  "charge": 1,
  "total_energy_ha": -687.84136,
  "e_homo_ev": [-13.021, -12.897],
  "spin_multiplicity": 2,
  "elements": ["C", "N", "C", "C", "C", "N", "C", "O", "H", "H", "H", "H", "H", "H", "H", "H", "H", "H", "H", "H", "H", "H", "O", "H", "H", "O", "H", "H", "O", "H", "H", "O"],
  "coordinates": [[-0.291421, -1.761883, 2.101722], [-1.008093, -0.939339, 1.128946], [-0.671728, 0.497338, 1.113422], [-0.409513, 0.907450, -0.400685], [0.804938, 1.861849, -0.430639], [1.172669, 2.187613, -1.760434], [-1.927196, 1.261930, 1.543309], [-2.044371, 1.587058, 2.693541], [0.765699, -1.743255, 1.827282], [-0.731813, -2.728647, 2.232429], [-0.133534, -1.255260, 3.063596], [-1.951598, -0.972158, 1.377129], [0.220808, 0.699898, 1.684651], [-0.037855, -0.027865, -0.816424], [-1.334158, 1.169041, -0.887637], [1.655309, 1.403962, 0.091491], [0.535436, 2.770733, 0.112514], [1.377193, 3.144570, -2.041107], [1.076411, 1.524009, -2.513974], [-2.728429, 1.470975, 0.812914], [-1.454623, -1.497838, -1.123408], [-1.453007, -2.705943, -2.078708], [-1.066809, -1.832409, -1.942707], [2.688934, -0.484280, 1.937915], [2.304599, -0.740085, 3.370638], [2.321536, -0.039438, 2.705408], [-0.943781, 1.111178, -3.173416], [-0.760198, -0.374051, -3.329896], [-0.831264, 0.435803, -3.851828], [1.619567, -1.716001, -1.914787], [1.223355, -1.531230, -0.498797], [2.012931, -1.683731, -1.032459]],
  "atomic_forces_ev_per_a": [[1.6860, 1.6425, 0.4863], [0.8046, 0.4559, -0.2392], [-0.9312, -0.0988, -2.2116], [1.8041, -1.8238, 1.2158], [-1.3392, 0.8491, 0.0099], [-0.1420, 0.5611, 0.3331], [0.9247, 0.1325, 1.7581], [-0.3551, 0.1733, -0.2784], [-0.1262, -0.9920, -0.5914], [-0.0511, -0.4664, -0.1812], [-0.9822, -0.0839, 0.2465], [-1.9351, -0.4517, 0.2923], [-0.0010, 0.1892, 0.6363], [-0.2695, 0.1133, -0.4407], [-0.0577, 0.6931, -0.3633], [0.0720, -0.2552, -0.0700], [0.5232, 0.2353, -0.1166], [0.0460, 0.0198, 0.0504], [0.1222, -0.6473, -0.4258], [0.0566, -0.1559, -0.2390], [0.0489, -0.2677, 0.1948], [0.0401, 0.0653, -0.0672], [0.0541, 0.1062, -0.0994], [0.3267, -0.0522, -0.1566], [0.0430, 0.2455, 0.1177], [-0.1336, -0.1165, -0.0598], [-0.4740, 0.0325, -0.2710], [-0.2635, -0.4620, -0.0323], [0.6249, 0.4400, 0.4332], [0.2401, -0.2734, -0.0675], [0.0392, -0.3875, 0.1995], [-0.3947, 0.5798, -0.0629]]
}